(1)
Density functional theory data (ωB97M-V/def2-TZVPD) for a structure of composition C33H33ClNO4P2RuSbTe.

Cartesian coordinates (Å):
Ru (0.527171, -1.151306, 1.490946)
O (-0.822483, -2.944573, 2.023519)
Cl (-0.448851, -3.078249, 3.463035)
O (-1.500257, -3.708784, 4.160601)
O (-0.241469, -1.712074, 3.921419)
O (0.793458, -3.802846, 3.530905)
Te (-3.504361, 0.891766, -1.734382)
C (-2.510311, 2.318925, -2.942242)
C (-2.543958, 2.229593, -4.324290)
C (-1.888481, 3.197722, -5.077720)
N (-1.210494, 4.207936, -4.541170)
C (-1.195402, 4.300415, -3.212388)
C (-1.836718, 3.394115, -2.378704)
C (-1.789224, -0.041141, -0.937093)
P (-1.272349, -1.561889, -1.628313)
C (0.441739, -1.893345, -1.041323)
C (0.725122, -3.174144, -0.537261)
C (2.038513, -3.574379, -0.298017)
C (3.084190, -2.705456, -0.556365)
C (2.820793, -1.418397, -1.017645)
C (1.515770, -1.016048, -1.263656)
C (-1.058703, -1.399225, -3.420031)
C (-1.462850, -2.460865, -4.225398)
C (-1.254812, -2.409456, -5.597216)
C (-0.646745, -1.300381, -6.165598)
C (-0.248614, -0.234927, -5.366932)
C (-0.454741, -0.281242, -3.998207)
P (-1.368822, 0.143745, 0.774304)
C (-2.796035, 0.597263, 1.752522)
C (-3.125467, 1.923480, 2.024183)
C (-4.274256, 2.209956, 2.743771)
C (-5.096175, 1.179262, 3.181825)
C (-4.770009, -0.142890, 2.910865)
C (-3.615522, -0.438310, 2.202484)
C (-0.129108, 1.481249, 0.921744)
C (0.499237, 2.090624, -0.162275)
C (1.566460, 2.951710, 0.045237)
C (2.018870, 3.211374, 1.333163)
C (1.392489, 2.621802, 2.422409)
C (0.324524, 1.757255, 2.221972)
H (-3.054316, 1.418135, -4.827322)
H (-1.907765, 3.144922, -6.160310)
H (-0.653560, 5.139236, -2.791044)
H (-1.804128, 3.541847, -1.304678)
H (-0.086866, -3.862639, -0.343038)
H (2.233357, -4.571218, 0.074898)
H (4.105918, -3.027516, -0.402460)
H (3.634004, -0.730881, -1.214200)
H (1.337501, -0.032300, -1.674494)
H (-1.944353, -3.326299, -3.786672)
H (-1.570914, -3.234986, -6.220626)
H (-0.485837, -1.262540, -7.234974)
H (0.216471, 0.635558, -5.811702)
H (-0.160127, 0.558462, -3.379685)
H (-2.493001, 2.728476, 1.670454)
H (-4.532585, 3.238894, 2.955399)
H (-5.993524, 1.409837, 3.740731)
H (-5.405554, -0.944722, 3.261353)
H (-3.348736, -1.471906, 2.009501)
H (0.130364, 1.904133, -1.164837)
H (2.041387, 3.433829, -0.799869)
H (2.849098, 3.888994, 1.484597)
H (1.723828, 2.844285, 3.428753)
H (-0.192220, 1.331299, 3.077238)
C (4.050118, -2.801641, 3.022254)
Sb (2.907111, -1.027577, 2.861634)
C (4.420565, 0.370908, 2.301993)
C (2.653491, -0.576365, 4.911597)
H (4.820409, -2.633662, 3.773876)
H (4.520298, -3.043404, 2.071724)
H (3.409297, -3.624796, 3.330350)
H (4.528240, 1.120676, 3.084735)
H (4.168397, 0.872399, 1.369824)
H (5.368894, -0.152768, 2.186231)
H (3.634079, -0.403897, 5.353182)
H (2.167026, -1.417514, 5.400836)
H (2.031531, 0.306444, 5.046058)

Atoms 1-2, force components in eV/Å:
-0.15 -0.83 -0.09
0.19 0.08 -0.17

Computed properties:
ΔE to the lowest compared entry with this formula, charge and spin: 0.000 eV
Calculated total energy: -91932.6635 eV
<S²>: 8.772
Total charge: +1
Spin multiplicity: 6
HOMO (alpha / beta): -10.3985 / -10.8017 eV

Results of the Mulliken charge analysis, in e, for atoms 1 through 6: atom 1 (Ru): 1.24, atom 2 (O): -0.70, atom 3 (Cl): 1.75, atom 4 (O): -0.63, atom 5 (O): -0.63, atom 6 (O): -0.62

(2)
Density functional theory data (ωB97M-V/def2-TZVPD) for a structure of composition C33H33F3MoN5O6S3 in a non-equilibrium geometry.

Cartesian coordinates (Å):
Mo (-0.005091, 0.509512, 0.103822)
C (-1.587561, 1.093176, 4.156308)
O (-0.276573, 0.767651, 4.632005)
C (0.749774, 1.505418, 4.116421)
C (1.622023, 2.122802, 5.002372)
C (2.707473, 2.860804, 4.546806)
C (2.905933, 3.015340, 3.186199)
C (2.050809, 2.395648, 2.276059)
C (2.256632, 2.621393, 0.851279)
N (1.506293, 2.105166, -0.051492)
N (1.817920, 2.507079, -1.359910)
C (1.106328, 1.808497, -2.178130)
O (0.263453, 0.890294, -1.780439)
C (1.151902, 2.056327, -3.636717)
C (2.204503, 2.764496, -4.209588)
C (2.215206, 2.992526, -5.574933)
C (1.176773, 2.520411, -6.369877)
C (0.130636, 1.811038, -5.798402)
C (0.118444, 1.572888, -4.431801)
C (0.999761, 1.596552, 2.740096)
O (0.212066, 0.919285, 1.902267)
H (-1.964531, 1.960196, 4.704932)
H (-1.593061, 1.298467, 3.087574)
H (-2.212109, 0.225753, 4.354095)
H (1.424014, 2.009668, 6.060416)
H (3.385911, 3.318506, 5.253282)
H (3.724536, 3.615793, 2.811514)
H (3.065380, 3.275713, 0.540283)
H (3.003149, 3.121228, -3.574245)
H (3.035021, 3.539239, -6.022957)
H (1.184978, 2.708705, -7.436212)
H (-0.676752, 1.437472, -6.415795)
H (-0.682959, 1.011425, -3.970788)
S (-1.893805, 2.061847, 0.011773)
C (-3.224139, 1.007130, 0.400740)
C (-4.493156, 1.646790, 0.623815)
N (-5.502151, 2.164698, 0.813133)
C (-3.123689, -0.340122, 0.492568)
S (-1.631397, -1.214344, 0.197320)
C (-4.256242, -1.142363, 0.852045)
N (-5.132919, -1.819953, 1.163423)
C (2.554388, -2.555962, 5.290427)
C (1.312458, -3.441168, 5.286649)
C (0.007433, -2.664383, 5.144316)
S (-0.378163, -2.075836, 3.475454)
O (0.900955, -1.659852, 2.832916)
C (-0.812550, -3.679354, 2.695720)
C (0.226391, -4.104287, 1.669119)
C (-0.243764, -5.327641, 0.892299)
H (3.450784, -3.154127, 5.458893)
H (2.490556, -1.812264, 6.088062)
H (2.656024, -2.030554, 4.344160)
H (1.264774, -3.998671, 6.227791)
H (1.386618, -4.183526, 4.487514)
H (0.014183, -1.767980, 5.766836)
H (-0.859027, -3.266275, 5.429729)
H (-1.767688, -3.500223, 2.199250)
H (-0.961832, -4.432040, 3.472214)
H (1.182988, -4.303178, 2.155792)
H (0.404919, -3.273028, 0.986959)
H (-0.472089, -6.165991, 1.555361)
H (0.522359, -5.653707, 0.188578)
H (-1.146142, -5.099329, 0.322290)
F (4.429619, -2.502388, -0.686720)
C (3.306589, -2.447035, 0.056382)
F (3.653345, -2.747519, 1.322785)
F (2.499622, -3.424007, -0.382373)
C (2.660697, -1.028057, -0.007057)
O (3.414216, -0.078481, -0.069285)
O (1.390127, -1.075848, 0.030423)
C (0.062993, -1.735482, -7.067221)
C (0.109402, -1.806918, -5.567833)
C (1.294669, -1.586515, -4.874858)
C (1.297368, -1.679361, -3.493354)
N (0.220559, -1.967907, -2.770842)
C (-0.912031, -2.173029, -3.429680)
C (-1.016447, -2.105460, -4.813422)
H (0.664973, -0.904968, -7.436303)
H (-0.957998, -1.610884, -7.426431)
H (0.461327, -2.652890, -7.505205)
H (2.202525, -1.316891, -5.400719)
H (2.211350, -1.494740, -2.936637)
H (-1.783767, -2.382238, -2.818930)
H (-1.973731, -2.272182, -5.291842)

Atoms 1-2, force components in eV/Å:
-0.93 0.06 0.40
-0.02 0.08 0.05

Computed properties:
ΔE to the lowest compared entry with this formula, charge and spin: 0.000 eV
Calculated total energy: -97010.3684 eV
Total charge: -1
HOMO (alpha / beta): -5.2812 / -5.1434 eV

Results of the Mulliken charge analysis, in e, for atoms 1 through 6: atom 1 (Mo): 0.03, atom 2 (C): -0.72, atom 3 (O): -0.43, atom 4 (C): -0.32, atom 5 (C): -0.32, atom 6 (C): -0.87

(3)
Density functional theory data (ωB97M-V/def2-TZVPD) for a cluster of 2 separate species, C33H33N3O2 in total in a non-equilibrium geometry.

Cartesian coordinates (Å):
C (-6.021351, 2.334546, 0.748788)
C (-6.213213, 1.029773, 1.520599)
N (-4.981573, 0.218968, 1.561569)
C (-5.172492, -1.242775, 1.687129)
C (-3.930602, -2.012248, 1.244783)
C (-2.680567, -1.457742, 1.942192)
C (-2.554569, 0.025953, 1.748964)
C (-3.714719, 0.813601, 1.568783)
C (-3.570978, 2.212634, 1.411863)
C (-2.316958, 2.772898, 1.390667)
C (-1.142790, 1.992252, 1.463917)
C (0.114022, 2.618717, 1.274972)
C (1.380178, 2.005157, 1.096702)
C (2.553145, 2.780089, 1.236931)
C (3.809961, 2.219679, 1.204194)
C (3.954537, 0.828708, 0.994400)
N (5.218386, 0.227111, 1.020493)
C (6.456089, 1.022295, 1.134230)
C (6.244105, 2.311031, 1.925549)
C (5.015583, 3.088859, 1.427730)
C (5.402675, -1.237592, 0.925009)
C (4.131983, -1.990598, 1.309783)
C (2.925892, -1.431367, 0.541750)
C (2.796047, 0.049634, 0.757268)
C (1.554918, 0.638828, 0.777521)
C (-1.311500, 0.613091, 1.721089)
C (-4.770886, 3.094462, 1.215520)
H (-5.935408, 2.111381, -0.322476)
H (-6.913994, 2.968200, 0.847909)
H (-6.510727, 1.233901, 2.554222)
H (-7.019005, 0.432953, 1.078847)
H (-5.405569, -1.458701, 2.734292)
H (-6.048370, -1.537987, 1.098542)
H (-4.044653, -3.090882, 1.423561)
H (-3.814650, -1.898094, 0.159672)
H (-2.723115, -1.678441, 3.015025)
H (-1.777897, -1.956303, 1.567970)
H (-2.222356, 3.841325, 1.303121)
H (0.104882, 3.696760, 1.257462)
H (2.454803, 3.839949, 1.391729)
H (7.231319, 0.406067, 1.601884)
H (6.806701, 1.242607, 0.120772)
H (6.116492, 2.067397, 2.988088)
H (7.143347, 2.940349, 1.872972)
H (5.254469, 3.611318, 0.493285)
H (4.754729, 3.877065, 2.145352)
H (5.691267, -1.470140, -0.104463)
H (6.239537, -1.529198, 1.569039)
H (4.243551, -3.072529, 1.156016)
H (3.957702, -1.855568, 2.384919)
H (3.027398, -1.637050, -0.530413)
H (2.000437, -1.932474, 0.853156)
H (0.709374, 0.053474, 0.466031)
H (-0.459476, 0.005329, 1.961671)
H (-4.513527, 3.871433, 0.484563)
H (-4.979643, 3.628787, 2.149994)
C (-0.226074, -4.472854, -5.695844)
C (0.212241, -4.048331, -4.456876)
C (-0.056838, -2.746439, -4.076544)
C (-0.743875, -1.893874, -4.913389)
C (-1.185655, -2.314101, -6.154438)
C (-0.917890, -3.612930, -6.537787)
C (-0.850152, -0.611102, -4.204413)
O (-1.402925, 0.364339, -4.673391)
N (-0.240758, -0.711461, -2.986898)
C (0.254649, -1.977230, -2.862517)
O (0.862510, -2.436482, -1.915552)
H (-0.027153, -5.483095, -6.014598)
H (0.750392, -4.700384, -3.789910)
H (-1.721286, -1.630130, -6.791342)
H (-1.250137, -3.962851, -7.501606)

Atoms 1-2, force components in eV/Å:
0.13 0.00 -0.23
0.47 0.08 0.23

Computed properties:
ΔE to the lowest compared entry with this formula, charge and spin: 0.404 eV
Calculated total energy: -43321.7686 eV
HOMO: -6.7310 eV

Results of the Mulliken charge analysis, in e, for atoms 1 through 6: atom 1 (C): -0.87, atom 2 (C): -0.62, atom 3 (N): 0.05, atom 4 (C): -0.62, atom 5 (C): -0.87, atom 6 (C): -0.83

- Which formula does entry 1 have?
  C33H33ClNO4P2RuSbTe